[1]
Formula: C30H83N5O10
Source: OMol25
Level of theory: ωB97M-V/def2-TZVPD

The geometry in XYZ format:
```
128
C30H83N5O10 ωB97M-V/def2-TZVPD
C 19.056 -23.690 34.635
C 18.137 -22.721 35.481
C 16.718 -23.423 35.444
C 15.698 -22.867 36.518
C 16.341 -22.998 37.889
C 17.689 -22.371 38.014
N 18.626 -22.727 36.936
O 19.833 -22.165 37.046
C 17.595 -20.824 38.128
C 18.190 -22.955 39.317
C 18.014 -21.252 34.845
H 19.861 -23.061 34.256
H 18.493 -24.198 33.852
H 19.506 -24.440 35.286
H 16.233 -23.297 34.476
H 16.895 -24.476 35.661
H 14.720 -23.344 36.440
H 15.617 -21.780 36.499
H 16.285 -24.057 38.142
H 15.630 -22.603 38.615
H 18.524 -20.301 38.355
H 17.300 -20.311 37.212
H 16.947 -20.517 38.949
H 17.531 -22.736 40.157
H 18.238 -24.043 39.256
H 19.211 -22.630 39.515
H 18.254 -21.113 33.791
H 18.816 -20.632 35.244
H 17.088 -20.750 35.125
H 20.376 -22.816 37.498
C 18.896 -26.101 36.686
O 20.056 -25.834 37.504
H 18.761 -27.169 36.512
H 17.998 -25.701 37.156
H 18.939 -25.633 35.703
H 20.065 -24.882 37.630
C 19.771 -25.961 39.946
O 20.110 -27.099 39.183
H 20.711 -25.410 39.969
H 19.103 -25.362 39.328
H 19.522 -26.070 41.002
H 20.386 -26.814 38.309
C 20.133 -28.489 36.426
O 21.079 -27.443 36.438
H 19.614 -28.610 37.377
H 19.599 -28.177 35.528
H 20.599 -29.433 36.145
H 20.717 -26.705 36.935
C 21.494 -24.160 36.783
O 20.551 -23.742 37.811
H 22.307 -24.645 37.324
H 21.085 -24.686 35.921
H 21.943 -23.228 36.440
H 21.047 -23.959 38.605
C 20.335 -24.064 42.995
O 19.896 -25.341 42.619
H 20.688 -24.285 44.003
H 20.930 -23.461 42.310
H 19.506 -23.398 43.234
H 20.588 -25.750 42.095
C 23.283 -23.395 41.200
C 21.971 -23.639 40.490
C 21.166 -22.370 40.230
O 21.792 -21.596 39.210
C 20.844 -20.729 38.587
N 22.277 -24.327 39.236
H 23.238 -22.997 42.213
H 23.786 -22.601 40.648
H 23.986 -24.228 41.225
H 21.334 -24.327 41.047
H 21.129 -21.873 41.199
H 20.207 -22.845 40.025
H 20.498 -20.011 39.330
H 19.970 -21.212 38.150
H 21.303 -20.120 37.809
H 22.796 -25.163 39.462
H 22.885 -23.764 38.659
C 23.409 -31.657 42.352
C 22.667 -30.745 41.341
C 21.763 -29.581 41.892
O 21.370 -28.595 40.976
C 20.398 -29.002 39.982
N 23.635 -30.261 40.333
H 23.946 -31.155 43.156
H 24.052 -32.399 41.878
H 22.644 -32.119 42.976
H 21.932 -31.370 40.834
H 22.216 -29.013 42.704
H 20.916 -30.124 42.312
H 19.345 -29.075 40.256
H 20.593 -30.006 39.605
H 20.496 -28.278 39.173
H 24.535 -29.876 40.584
H 23.325 -29.477 39.777
C 23.282 -27.079 42.552
C 22.857 -26.296 41.284
C 23.550 -26.686 39.934
O 22.942 -26.079 38.827
C 23.126 -26.799 37.628
N 21.466 -26.568 41.168
H 23.260 -28.160 42.412
H 22.683 -26.792 43.416
H 24.283 -26.849 42.917
H 22.847 -25.218 41.444
H 23.417 -27.768 39.908
H 24.590 -26.358 39.931
H 23.208 -27.883 37.711
H 24.031 -26.468 37.119
H 22.263 -26.690 36.972
H 21.233 -26.711 40.196
H 21.487 -27.548 41.412
C 15.734 -26.198 36.169
C 15.652 -27.601 36.810
C 15.877 -27.407 38.295
O 16.904 -26.422 38.457
C 17.349 -26.313 39.832
N 14.383 -28.175 36.375
H 16.772 -25.870 36.111
H 15.147 -25.467 36.726
H 15.438 -26.155 35.121
H 16.458 -28.180 36.360
H 16.274 -28.300 38.777
H 14.934 -27.135 38.768
H 17.904 -25.376 39.882
H 18.008 -27.140 40.095
H 16.479 -26.295 40.488
H 13.565 -27.780 36.817
H 14.346 -28.078 35.370
```

The spin multiplicity is 1. The total energy is -2217.6849 a.u. As for the orbital gap: 7.76 eV.

[2]
Formula: C21H45BiOP3S
Source: OMol25
Level of theory: ωB97M-V/def2-TZVPD

The geometry in XYZ format:
```
72
C21H45BiOP3S ωB97M-V/def2-TZVPD
Bi -0.370 0.240 -0.006
P 2.146 0.419 1.260
P 0.503 2.190 -1.724
P -0.070 -2.152 1.698
H -3.399 -2.265 -4.332
C -3.253 -2.736 -3.331
C -3.971 -1.987 -2.236
H -4.285 -0.989 -2.491
C 3.591 -0.454 0.578
C 2.780 2.114 1.231
C 2.346 0.142 3.049
C -0.689 2.722 -3.013
C 1.117 3.773 -1.038
C 1.995 1.584 -2.625
C -1.348 -3.408 1.323
C -0.337 -1.889 3.489
C 1.455 -3.184 1.709
H -3.306 -3.829 -3.265
H -4.707 -2.623 -1.738
H 4.463 -0.099 1.140
H 3.713 -0.209 -0.482
H 3.497 -1.539 0.682
H 3.665 2.131 1.880
H 2.034 2.807 1.633
H 3.079 2.424 0.226
H 3.218 0.729 3.367
H 2.531 -0.906 3.297
H 1.464 0.505 3.586
H -0.337 3.685 -3.425
H -1.676 2.871 -2.540
H -0.780 1.972 -3.820
H 2.194 3.895 -1.242
H 0.956 3.780 0.050
H 0.566 4.617 -1.481
H 2.144 2.207 -3.524
H 1.862 0.530 -2.921
H 2.885 1.663 -1.976
H -1.095 -4.342 1.839
H -1.386 -3.582 0.237
H -2.328 -3.038 1.655
H -0.708 -2.830 3.924
H -1.079 -1.090 3.635
H 0.595 -1.597 3.995
H 1.225 -4.107 2.271
H 2.298 -2.668 2.193
H 1.731 -3.441 0.673
C -1.086 -1.913 -2.979
C -0.025 -2.839 -3.095
C 0.575 -2.998 -4.347
C 0.257 -2.130 -5.412
C -0.560 -0.995 -5.165
C -1.209 -0.863 -3.925
S -2.188 -2.185 -1.649
H -0.329 -1.671 -0.493
H 0.136 -3.554 -2.277
H 1.242 -3.862 -4.491
H 0.610 -2.382 -6.417
H -0.733 -0.273 -5.988
H -1.936 -0.041 -3.788
C -1.318 3.345 4.348
C -2.580 2.633 3.836
C -2.091 1.647 2.783
O -0.645 1.738 2.686
C -0.165 2.821 3.501
H -1.404 4.425 4.259
H -1.134 3.103 5.395
H -3.291 3.329 3.395
H -3.080 2.097 4.639
H -2.347 0.605 3.041
H -2.510 1.876 1.788
H 0.219 3.607 2.833
H 0.664 2.442 4.112
```

The spin multiplicity is 1. As for the charge: +3. The total energy is -2538.1207 a.u. As for the orbital gap: 6.39 eV.

[3]
Formula: C41H35BrN3O11PS
Source: OMol25
Level of theory: ωB97M-V/def2-TZVPD

The geometry in XYZ format:
```
93
C41H35BrN3O11PS ωB97M-V/def2-TZVPD
C 1.925 5.380 -2.264
C 2.759 4.137 -1.881
C 2.503 2.972 -2.837
C 2.954 1.585 -2.348
C 2.780 1.253 -0.890
C 3.913 0.745 -0.125
C 5.287 0.488 -0.716
N 6.329 1.380 -0.167
C 3.801 0.460 1.189
C 2.573 0.619 1.855
N 2.305 0.343 3.144
S 0.749 0.637 3.324
N 0.340 1.100 1.861
C 1.464 1.075 1.115
C 1.575 1.413 -0.263
P 0.094 1.977 -1.198
O -1.032 0.952 -0.645
Br -0.401 3.858 -0.052
H 1.340 5.209 -3.164
H 1.246 5.663 -1.466
H 2.558 6.243 -2.455
H 3.805 4.423 -1.955
H 2.511 3.868 -0.858
H 3.069 3.166 -3.747
H 1.458 2.961 -3.134
H 3.998 1.506 -2.604
H 2.440 0.811 -2.918
H 5.291 0.553 -1.792
H 5.534 -0.544 -0.468
H 5.925 1.984 0.538
H 7.021 0.833 0.325
H 4.653 0.090 1.741
H -1.094 0.979 0.325
C -0.609 -4.398 -2.539
C 0.334 -3.478 -2.715
C 0.040 -2.034 -2.534
O 0.906 -1.193 -2.688
C -1.339 -1.654 -2.147
C -2.279 -2.577 -1.966
C -1.992 -4.019 -2.150
O -2.852 -4.861 -1.991
H -0.423 -5.456 -2.672
H 1.347 -3.730 -3.001
H -1.525 -0.599 -2.020
H -3.290 -2.318 -1.679
C -5.556 -0.173 1.539
C -6.689 -0.577 2.105
C -7.639 -1.460 1.384
O -8.672 -1.830 1.898
C -7.276 -1.874 0.003
C -6.144 -1.468 -0.563
C -5.193 -0.588 0.162
O -4.159 -0.217 -0.356
H -4.846 0.464 2.048
H -6.972 -0.291 3.110
H -7.984 -2.517 -0.503
H -5.862 -1.756 -1.568
C -2.529 -4.433 4.562
C -1.518 -5.035 5.181
C -0.134 -4.499 5.101
O 0.787 -5.048 5.664
C 0.076 -3.264 4.303
C -0.936 -2.663 3.684
C -2.318 -3.199 3.765
O -3.239 -2.647 3.203
H -3.545 -4.805 4.605
H -1.647 -5.935 5.768
H 1.092 -2.889 4.257
H -0.805 -1.764 3.096
C 4.625 2.325 5.550
C 3.691 2.983 4.868
C 3.522 4.450 5.012
O 2.669 5.049 4.393
C 4.438 5.157 5.943
C 5.373 4.500 6.624
C 5.542 3.031 6.481
O 6.395 2.433 7.100
H 4.763 1.255 5.460
H 3.022 2.469 4.191
H 4.297 6.227 6.030
H 6.051 4.994 7.309
C -3.308 -2.949 -6.730
C -4.279 -2.387 -7.444
C -4.437 -0.910 -7.503
O -5.323 -0.399 -8.152
C -3.469 -0.086 -6.734
C -2.499 -0.648 -6.020
C -2.342 -2.123 -5.964
O -1.458 -2.633 -5.310
H -3.174 -4.021 -6.670
H -4.996 -2.966 -8.012
H -3.605 0.987 -6.791
H -1.783 -0.070 -5.449
```

The spin multiplicity is 1. The total energy is -5888.6896 a.u. As for the orbital gap: 7.40 eV.

[4]
Formula: C19H28N2O5S
Source: OMol25
Level of theory: ωB97M-V/def2-TZVPD

The geometry in XYZ format:
```
55
C19H28N2O5S ωB97M-V/def2-TZVPD
C 6.156 4.961 4.221
C 6.310 3.846 3.194
C 5.397 2.661 3.502
C 5.544 1.547 2.467
C 4.718 0.299 2.802
C 5.131 -0.907 1.951
C 4.736 -0.743 0.487
C 3.230 -0.494 0.319
C 2.436 -1.737 0.646
O 2.414 -2.338 1.684
O 1.701 -2.105 -0.431
C 0.868 -3.250 -0.306
C -0.605 -2.954 -0.596
O -1.441 -3.819 -0.499
N -0.825 -1.664 -0.962
C -2.022 -1.038 -1.305
C -3.241 -1.715 -1.333
C -4.391 -1.033 -1.685
C -4.324 0.309 -2.004
S -5.813 1.190 -2.415
N -6.322 1.668 -0.879
O -5.482 2.375 -3.151
O -6.786 0.279 -2.943
C -3.124 0.992 -1.983
C -1.970 0.319 -1.635
C 2.779 0.679 1.203
C 3.207 0.500 2.656
H 6.401 4.599 5.217
H 6.816 5.793 3.986
H 5.132 5.330 4.234
H 6.076 4.234 2.200
H 7.349 3.508 3.180
H 4.363 3.010 3.529
H 5.640 2.269 4.493
H 6.597 1.258 2.420
H 5.272 1.939 1.487
H 4.921 0.049 3.850
H 6.210 -1.058 2.016
H 4.643 -1.798 2.350
H 5.270 0.103 0.052
H 5.021 -1.637 -0.072
H 3.024 -0.256 -0.730
H 1.212 -4.011 -1.014
H 0.952 -3.655 0.710
H 0.003 -1.081 -1.010
H -3.274 -2.762 -1.083
H -5.345 -1.532 -1.730
H -7.189 1.226 -0.621
H -6.384 2.670 -0.804
H -3.114 2.035 -2.253
H -1.022 0.838 -1.619
H 3.212 1.594 0.796
H 1.691 0.780 1.154
H 2.883 1.367 3.234
H 2.706 -0.378 3.065
```

The spin multiplicity is 1. Its SMILES is CCCC[C@H]1CC[C@H](C(=O)OCC(=O)Nc2ccc(S(N)(=O)=O)cc2)CC1. The total energy is -1624.7470 a.u. As for the orbital gap: 9.49 eV.